1.
{
  "formula": "C24H19N3O2",
  "method": "the ωB97M-V functional and the def2-TZVPD basis",
  "species": ["C", "C", "O", "C", "C", "C", "C", "C", "C", "C", "C", "N", "C", "C", "C", "C", "C", "C", "N", "C", "N", "C", "C", "C", "C", "C", "C", "C", "O", "H", "H", "H", "H", "H", "H", "H", "H", "H", "H", "H", "H", "H", "H", "H", "H", "H", "H", "H"],
  "xyz": [[-2.971, 0.062, 5.424], [-2.570, 0.738, 4.094], [-3.325, 1.607, 3.681], [-1.319, 0.405, 3.366], [-1.156, 0.588, 2.030], [0.079, 0.006, 1.584], [0.586, -0.053, 0.279], [-0.259, 0.426, -0.843], [-0.563, -0.378, -1.956], [-1.457, -0.015, -2.940], [-2.139, 1.247, -2.871], [-3.109, 1.572, -3.850], [-4.129, 2.606, -3.563], [-2.978, 1.040, -5.243], [-1.819, 2.077, -1.800], [-0.849, 1.702, -0.849], [1.826, -0.721, 0.222], [2.440, -1.180, 1.385], [1.922, -1.055, 2.622], [0.726, -0.523, 2.691], [-0.122, -0.263, 3.780], [3.720, -1.750, 1.099], [4.655, -2.299, 1.997], [5.881, -2.741, 1.475], [6.166, -2.551, 0.126], [5.261, -1.983, -0.723], [3.982, -1.604, -0.243], [2.799, -0.964, -0.830], [2.815, -0.640, -1.996], [-2.201, 0.156, 6.196], [-3.186, -0.973, 5.236], [-3.872, 0.565, 5.808], [-1.901, 1.055, 1.360], [-0.117, -1.401, -2.028], [-1.721, -0.763, -3.660], [-3.666, 3.598, -3.354], [-4.785, 2.701, -4.433], [-4.741, 2.365, -2.668], [-3.546, 0.083, -5.262], [-3.446, 1.683, -5.952], [-1.926, 0.866, -5.553], [-2.247, 3.060, -1.724], [-0.624, 2.399, -0.023], [0.115, -0.543, 4.720], [4.413, -2.404, 3.046], [6.634, -3.159, 2.110], [7.139, -2.854, -0.259], [5.585, -1.792, -1.710]],
  "forces_ev_per_a": [[0.29, 0.79, -0.39], [-0.76, 0.88, 1.41], [0.87, -0.76, -0.39], [1.60, -0.72, -0.81], [-1.13, 0.47, -1.14], [-1.67, 1.26, -0.81], [0.49, -0.77, -0.08], [0.06, 0.79, -0.86], [0.60, -1.21, 0.24], [-0.41, 1.08, 0.70], [-0.34, -1.01, -1.12], [0.55, 0.41, 0.15], [0.84, -0.03, 0.21], [-0.10, -1.23, 1.80], [0.88, -0.09, 0.33], [-0.53, -0.23, 0.48], [-1.28, 0.58, 0.02], [-2.34, 0.77, 2.47], [1.40, -1.16, 0.24], [-1.33, 1.13, 0.28], [0.31, -0.62, 0.42], [2.02, -0.98, 1.19], [0.14, -0.24, -0.75], [-1.04, 0.66, 0.18], [0.67, -0.45, 0.49], [-1.71, 0.66, 0.08], [1.86, -0.94, 0.83], [1.13, 0.51, -2.45], [-0.94, 0.28, -0.40], [0.13, -0.17, -0.21], [-0.02, -0.63, 0.08], [0.35, -0.20, -0.36], [0.51, -0.44, 0.72], [-0.35, 0.99, 0.14], [-0.07, 0.00, -0.50], [-0.25, -0.45, -0.29], [0.12, -0.03, 0.23], [0.36, -0.13, -0.53], [0.55, 0.30, -0.38], [-0.30, 0.76, -0.36], [-0.64, 0.17, 0.45], [-0.17, 0.18, 0.04], [-0.10, -0.35, -0.58], [-0.11, 0.07, -0.09], [0.01, 0.07, -0.02], [0.18, -0.23, 0.35], [-0.22, 0.10, 0.09], [-0.14, 0.14, -1.09]],
  "smiles": "CC(=O)c1cc2c(-c3ccc(N(C)C)cc3)c3c(nc2[nH]1)-c1ccccc1C3=O",
  "charge": 0
}

---

2.
{
  "formula": "C27H24GeN3O3PdS",
  "method": "the ωB97M-V functional and the def2-TZVPD basis",
  "species": ["Pd", "O", "N", "C", "C", "C", "C", "C", "S", "H", "H", "H", "H", "C", "Ge", "C", "C", "C", "C", "C", "C", "C", "C", "C", "C", "C", "C", "C", "C", "C", "C", "H", "H", "H", "H", "H", "H", "H", "H", "H", "H", "H", "H", "H", "H", "H", "C", "N", "C", "C", "C", "O", "N", "C", "O", "H", "H", "H", "H", "H"],
  "xyz": [[1.066, 0.609, 0.470], [3.349, 1.051, 0.839], [3.584, 2.051, 1.631], [4.746, 2.067, 2.320], [5.094, 3.104, 3.148], [4.216, 4.177, 3.281], [3.026, 4.151, 2.589], [2.683, 3.076, 1.761], [1.209, 3.032, 0.885], [5.361, 1.195, 2.159], [6.032, 3.071, 3.683], [4.456, 5.011, 3.928], [2.312, 4.958, 2.670], [-2.517, 1.207, 1.938], [-1.355, 0.567, 0.446], [-2.200, -1.204, 0.022], [-3.500, -1.292, -0.469], [-4.081, -2.522, -0.744], [-3.364, -3.694, -0.545], [-2.063, -3.626, -0.066], [-1.496, -2.391, 0.218], [-1.980, 1.710, -1.084], [-2.878, 2.731, -0.892], [-3.248, 3.612, -1.929], [-2.694, 3.487, -3.169], [-1.771, 2.448, -3.437], [-1.195, 2.285, -4.718], [-0.306, 1.276, -4.963], [0.030, 0.369, -3.941], [-0.524, 0.495, -2.698], [-1.423, 1.546, -2.393], [-3.567, 1.123, 1.656], [-2.287, 2.246, 2.180], [-2.347, 0.601, 2.828], [-4.057, -0.377, -0.653], [-5.097, -2.568, -1.121], [-3.812, -4.655, -0.770], [-1.491, -4.536, 0.080], [-0.484, -2.342, 0.595], [-3.313, 2.883, 0.090], [-3.971, 4.395, -1.732], [-2.946, 4.183, -3.961], [-1.475, 2.978, -5.505], [0.139, 1.170, -5.946], [0.736, -0.429, -4.131], [-0.264, -0.223, -1.934], [1.262, -4.818, 2.705], [1.639, -3.832, 1.711], [1.982, -4.171, 0.442], [2.209, -3.237, -0.500], [1.970, -1.852, -0.146], [1.931, -0.948, -1.009], [1.709, -1.537, 1.146], [1.577, -2.465, 2.115], [1.389, -2.240, 3.303], [1.241, -5.808, 2.252], [0.275, -4.574, 3.098], [1.960, -4.803, 3.542], [2.055, -5.232, 0.237], [2.469, -3.490, -1.516]],
  "forces_ev_per_a": [[0.37, 2.06, 1.36], [-0.46, -0.38, -0.21], [-0.12, 0.40, 0.21], [0.18, -0.05, 0.04], [-0.04, 0.04, -0.02], [-0.09, 0.03, -0.05], [0.17, 0.02, 0.08], [-0.03, -0.30, -0.12], [-0.75, -0.83, -0.29], [-0.05, -0.03, -0.05], [0.01, -0.06, -0.02], [0.00, 0.00, -0.01], [-0.03, -0.02, 0.01], [0.59, 0.00, 0.02], [-0.15, 0.07, -0.41], [0.50, 0.06, 0.11], [0.04, 0.19, 0.00], [-0.09, -0.01, -0.02], [0.05, -0.04, 0.00], [-0.09, 0.00, -0.02], [0.01, -0.01, 0.01], [0.26, -0.04, 0.06], [0.06, -0.18, 0.26], [-0.02, 0.08, -0.19], [-0.10, 0.08, 0.07], [0.04, -0.15, 0.17], [0.04, -0.02, -0.06], [-0.05, 0.10, -0.08], [0.01, -0.06, 0.08], [0.02, -0.01, -0.04], [-0.13, 0.08, -0.15], [0.02, -0.05, -0.10], [-0.02, -0.01, 0.02], [0.02, -0.01, -0.02], [-0.05, -0.04, -0.01], [0.01, 0.01, -0.02], [-0.02, 0.01, 0.00], [0.02, 0.02, 0.02], [0.00, -0.03, 0.00], [0.01, 0.02, -0.03], [0.03, 0.03, 0.01], [-0.02, -0.03, -0.02], [0.02, 0.01, 0.01], [-0.01, 0.00, 0.00], [-0.01, -0.01, 0.01], [0.11, -0.01, 0.08], [0.06, 0.13, 0.07], [-0.09, 0.12, 0.20], [0.06, 0.09, -0.22], [0.12, -0.12, 0.01], [0.00, -0.22, -0.10], [-0.02, -0.64, -0.24], [-0.38, 0.01, -0.41], [0.11, -0.16, 0.05], [-0.12, 0.00, -0.06], [0.04, 0.02, -0.06], [0.02, -0.06, 0.01], [-0.01, -0.05, 0.00], [-0.03, -0.01, 0.02], [-0.01, -0.05, 0.02]],
  "charge": -1
}

---

3.
{
  "formula": "C6H7LiO6Rb",
  "method": "the ωB97M-V functional and the def2-TZVPD basis",
  "species": ["O", "C", "O", "O", "C", "C", "Li", "H", "H", "Rb", "C", "C", "O", "C", "O", "O", "H", "H", "H", "H", "H"],
  "xyz": [[4.057, -1.538, 0.447], [3.132, -1.055, -0.211], [2.913, 0.169, -0.368], [2.251, -1.990, -0.765], [0.955, -1.705, -0.755], [0.176, -2.434, 0.172], [4.560, 0.358, 0.821], [-0.056, -1.857, 1.079], [0.492, -3.425, 0.513], [1.236, 1.810, -0.920], [-0.588, -2.797, -1.414], [-1.679, -1.807, -1.762], [-2.375, -2.334, -2.898], [-3.299, -1.573, -3.455], [-3.676, -0.500, -3.042], [-3.666, -2.117, -4.609], [-1.050, -3.766, -1.179], [-0.049, -3.094, -2.326], [-1.284, -0.811, -2.010], [-2.388, -1.658, -0.936], [-4.334, -1.556, -5.024]],
  "forces_ev_per_a": [[0.14, 0.63, -0.18], [-0.27, -1.58, -0.18], [0.99, 0.27, 0.38], [2.07, -1.47, 0.21], [0.21, 3.88, 0.87], [0.46, -2.35, -2.05], [-0.20, -0.71, -0.27], [-1.92, 0.22, -1.06], [0.63, 0.08, 0.04], [-1.20, 0.70, -0.51], [-2.12, -0.39, 1.73], [-0.41, 0.73, 0.22], [0.46, -0.72, 0.15], [0.02, 1.36, -0.28], [0.06, -0.45, 0.12], [-0.13, -0.47, -0.09], [-0.03, 0.12, 0.29], [1.05, 0.68, 0.60], [0.01, -0.40, -0.01], [0.18, -0.21, -0.15], [0.00, 0.08, 0.16]],
  "charge": 1
}

---

Values of relative energy (zero: lowest compared OMol25 entry of this formula, charge and spin), in order: 2.1079; 1.4459; 4.3632, all in eV.